(1)
Below is C4H5ClN2O in the gas phase, with properties calculated with ωB97M-V/def2-TZVPD.

As for the spin multiplicity: 1. The LUMO energy comes out at -1.10 eV. Its energy above the lowest of the compared OMol25 structures with the same formula, charge and spin is 688.75 kJ/mol. For the HOMO-LUMO gap, the calculation gives 8.337 eV.

```
13
Properties=species:S:1:pos:R:3:nbo_charge:R:1
C -1.724 -0.263 -0.574 -0.3713
C -0.878 -0.828 -1.509 -0.0458
C -0.762 0.355 0.217 0.1654
C 1.798 0.616 0.117 -0.4060
N 0.387 -0.457 -1.442 -0.2488
N 0.415 0.244 -0.287 -0.2102
O -0.588 0.301 3.513 -0.7489
Cl -0.906 -0.269 2.151 0.7279
H -2.763 -0.479 -0.445 0.2507
H -1.301 -1.119 -2.390 0.2021
H 2.086 -0.057 1.037 0.2169
H 2.273 0.345 -0.828 0.2488
H 1.963 1.610 0.439 0.2192
```

---

(2)
Below is C24H19AsO5Sn as an isolated structure, with properties calculated with ωB97M-V/def2-TZVPD.

As for the spin multiplicity: 1. The LUMO energy comes out at -8.28 eV. As for the net charge: +2. For the HOMO-LUMO gap, the calculation gives 5.721 eV.

```
50
Properties=species:S:1:pos:R:3:nbo_charge:R:1
Sn -0.592 -1.019 -2.294 0.7890
O -3.007 -2.010 -0.373 -0.3136
C -2.144 -1.654 -1.062 0.4920
C 1.158 -0.155 -3.124 0.5743
O 2.129 0.347 -3.493 -0.2908
C -1.608 0.771 -2.656 0.5220
O -2.170 1.767 -2.830 -0.2952
C 0.525 -2.696 -1.756 0.5215
O 1.144 -3.621 -1.440 -0.2989
C -2.535 -3.313 -6.282 -0.4003
H -2.527 -4.325 -5.871 0.2007
H -3.483 -2.771 -6.274 0.2002
C -1.445 -2.815 -6.946 -0.3989
H -1.500 -1.864 -7.481 0.2012
H -0.544 -3.418 -7.079 0.2016
O 0.475 0.072 -0.626 -1.2284
As 0.304 0.497 1.120 1.9077
C 0.316 -1.205 1.992 -0.3421
C 1.339 -2.130 1.786 -0.2428
C 1.393 -3.288 2.581 -0.1933
C 0.431 -3.514 3.567 -0.1551
C -0.596 -2.581 3.761 -0.1777
C -0.661 -1.424 2.978 -0.2309
C 1.975 1.368 1.013 -0.3281
C 2.199 2.392 0.088 -0.2300
C 3.435 3.057 0.068 -0.1952
C 4.454 2.684 0.950 -0.1609
C 4.230 1.639 1.855 -0.1804
C 3.000 0.972 1.883 -0.2298
C -1.177 1.715 1.190 -0.3301
C -0.857 3.028 1.563 -0.2249
C -1.880 3.960 1.769 -0.1706
C -3.220 3.586 1.613 -0.1558
C -3.530 2.276 1.247 -0.1942
C -2.510 1.330 1.036 -0.2410
H 2.102 -1.958 1.022 0.2349
H 2.203 -4.011 2.425 0.2472
H 0.479 -4.413 4.187 0.2510
H -1.351 -2.751 4.536 0.2476
H -1.456 -0.687 3.135 0.2346
H 1.420 2.696 -0.615 0.2260
H 3.602 3.874 -0.648 0.2426
H 5.418 3.199 0.928 0.2473
H 5.026 1.338 2.545 0.2436
H 2.837 0.151 2.590 0.2309
H 0.187 3.327 1.697 0.2442
H -1.625 4.984 2.061 0.2485
H -4.013 4.317 1.783 0.2511
H -4.578 1.973 1.129 0.2447
H -2.770 0.303 0.753 0.2046
```

---

(3)
Below is C5H8O3 in the gas phase, with properties calculated with ωB97M-V/def2-TZVPD.

The structure (SMILES) is CC(=O)O[C@H]1C[C@H]1O. As for the spin multiplicity: 1. The LUMO energy comes out at 0.78 eV. Its energy above the lowest of the compared OMol25 structures with the same formula, charge and spin is 223.56 kJ/mol. For the HOMO-LUMO gap, the calculation gives 10.624 eV.

```
16
Properties=species:S:1:pos:R:3:nbo_charge:R:1
C -2.507 -0.205 -0.814 -0.7262
C -1.181 -0.763 -0.386 0.8084
C 0.613 0.142 0.890 0.0331
C 1.758 -0.740 0.534 -0.4392
C 1.900 0.827 0.492 0.0561
H -2.359 0.493 -1.658 0.2380
H -3.065 0.393 -0.147 0.2467
H -3.145 -1.028 -1.103 0.2353
H 0.294 0.225 1.973 0.2080
H 2.262 -1.277 1.324 0.2295
H 1.704 -1.090 -0.524 0.2548
H 2.282 1.505 1.265 0.1855
H 0.914 1.796 -0.816 0.4758
O -0.927 -1.916 -0.059 -0.5641
O -0.293 0.265 -0.194 -0.5415
O 1.752 1.373 -0.776 -0.7002
```

---

(4)
Below is C22H58O9Zr as an isolated structure, with properties calculated with ωB97M-V/def2-TZVPD.

As for the spin multiplicity: 1. The LUMO energy comes out at 0.48 eV. Its energy above the lowest of the compared OMol25 structures with the same formula, charge and spin is 155.24 kJ/mol. For the HOMO-LUMO gap, the calculation gives 8.548 eV.

```
90
Properties=species:S:1:pos:R:3:lowdin_charge:R:1
Zr 14.385 7.588 -4.700 1.9958
C 18.665 7.143 -3.574 -0.0634
C 17.538 8.081 -3.162 -0.5420
C 18.063 9.392 -2.580 -0.0569
O 16.400 8.214 -4.004 -0.3889
H 19.434 7.627 -4.175 0.0504
H 18.433 6.211 -4.090 0.0699
H 19.126 6.830 -2.637 0.0768
H 17.120 7.525 -2.322 0.1067
H 17.296 10.042 -2.159 0.0613
H 18.644 10.006 -3.268 0.0709
H 18.741 9.207 -1.747 0.0720
C 13.051 10.884 -7.393 -0.0567
C 14.359 10.172 -7.197 -0.5582
C 15.581 11.123 -7.052 -0.0421
O 14.335 9.136 -6.250 -0.3874
H 12.665 11.254 -6.443 0.0713
H 12.285 10.260 -7.852 0.0694
H 13.128 11.788 -7.998 0.0713
H 14.697 9.650 -8.092 0.1059
H 15.457 11.956 -7.744 0.0688
H 16.442 10.585 -7.452 0.0584
H 15.750 11.499 -6.043 0.0697
C 10.072 6.691 -3.920 -0.0500
C 10.870 6.841 -5.293 -0.5212
C 10.225 7.869 -6.206 -0.0724
O 12.230 7.176 -5.052 -0.3931
H 9.933 7.696 -3.520 0.0613
H 10.596 6.054 -3.207 0.0615
H 9.076 6.253 -3.987 0.0614
H 10.793 5.840 -5.718 0.0996
H 9.173 7.685 -6.426 0.0743
H 10.768 8.093 -7.124 0.0659
H 10.284 8.842 -5.719 0.0676
C 15.280 3.460 -3.332 -0.0606
C 14.249 4.514 -2.913 -0.5371
C 14.136 4.548 -1.373 -0.0579
O 14.499 5.814 -3.433 -0.3923
H 16.313 3.807 -3.365 0.0739
H 15.010 3.132 -4.336 0.0536
H 15.209 2.599 -2.668 0.0695
H 13.314 4.185 -3.368 0.1114
H 13.376 5.271 -1.077 0.0642
H 15.124 4.843 -1.020 0.0754
H 13.963 3.542 -0.991 0.0690
C 19.546 8.470 -6.843 -0.0780
C 19.678 9.331 -8.142 -0.2707
O 19.668 10.759 -7.841 -0.0851
H 19.789 9.084 -5.976 0.0653
H 20.006 7.482 -6.844 0.0744
H 18.503 8.213 -6.656 0.0361
H 18.794 9.084 -8.729 0.0883
H 20.490 9.023 -8.801 0.1012
H 20.565 10.983 -7.584 0.0730
C 12.402 2.958 -6.444 -0.0604
C 12.446 3.781 -7.743 -0.2733
O 13.763 4.275 -7.886 -0.0959
H 13.043 3.396 -5.679 0.0558
H 12.558 1.879 -6.449 0.0748
H 11.372 3.151 -6.145 0.0680
H 11.738 4.605 -7.825 0.1128
H 12.219 3.141 -8.596 0.1091
H 14.274 3.539 -8.230 0.1013
C 16.358 6.795 -8.156 -0.0666
C 16.429 6.145 -6.807 -0.2129
O 15.036 6.226 -6.314 -0.2294
H 16.153 7.865 -8.138 0.0752
H 15.800 6.209 -8.885 0.0844
H 17.365 6.867 -8.568 0.0713
H 17.204 6.643 -6.226 0.0836
H 16.687 5.086 -6.791 0.1256
H 14.624 5.717 -7.016 0.0554
C 13.879 11.157 -2.773 -0.0480
C 12.948 10.007 -3.019 -0.2646
O 13.714 8.813 -2.976 -0.2200
H 13.400 12.060 -2.394 0.0807
H 14.286 11.378 -3.760 0.0745
H 14.660 10.932 -2.046 0.0755
H 12.381 10.038 -3.949 0.1160
H 12.263 9.836 -2.188 0.1173
H 13.775 8.674 -2.028 0.0751
C 14.744 9.084 1.250 -0.0868
C 14.274 7.867 0.578 -0.3582
O 13.100 8.033 -0.159 -0.0664
H 15.824 9.227 1.276 0.0839
H 14.312 9.143 2.249 0.0772
H 14.332 9.906 0.665 0.0765
H 14.230 7.004 1.242 0.1223
H 15.066 7.644 -0.136 0.1095
H 12.330 7.974 0.411 0.1051
```

---

(5)
Below is C25H16FN3O4 in the gas phase, with properties calculated with ωB97M-V/def2-TZVPD.

The structure (SMILES) is [H]/N=c1/[nH]c(-c2c(C)oc3cc4occc4c(OC)c3c2=O)cc(-c2ccc(F)cc2)c1C#N. As for the spin multiplicity: 1. The LUMO energy comes out at -0.67 eV. Its energy above the lowest of the compared OMol25 structures with the same formula, charge and spin is 0.00 kJ/mol. For the HOMO-LUMO gap, the calculation gives 7.292 eV.

```
49
Properties=species:S:1:pos:R:3:nbo_charge:R:1
N 0.276 -6.484 0.190 -0.3101
O -0.969 0.488 1.028 -0.5685
F -3.568 -4.368 -4.731 -0.3202
C 0.404 -5.336 0.264 0.2909
N 1.869 -4.015 2.461 -0.7477
O 2.629 2.303 1.279 -0.4460
O 0.425 6.685 1.525 -0.4287
O -2.193 2.936 0.878 -0.5053
C 0.111 1.069 0.950 0.5112
C 1.419 -3.408 1.411 0.4136
C -0.934 7.004 1.483 0.1187
C 0.449 -1.648 -0.436 -0.3286
C 0.729 -3.948 0.277 -0.3100
C 1.303 0.278 0.892 -0.2825
C 0.203 -3.071 -0.676 0.2218
C -1.687 5.873 1.368 -0.2814
C 1.187 -1.170 0.655 0.2824
C 2.508 0.925 1.041 0.4611
C -2.819 -2.912 -2.996 -0.2840
C -1.458 -4.793 -3.662 -0.2732
C 1.626 4.480 1.416 -0.3011
C -1.915 -2.651 -1.949 -0.1686
C -0.524 -4.517 -2.638 -0.1620
C -2.644 -4.031 -3.788 0.4140
C 1.488 3.083 1.269 0.3410
C 0.500 5.280 1.501 0.3203
C -0.941 3.364 1.133 0.4629
C -0.730 -3.415 -1.786 -0.1249
C 0.212 2.526 1.107 -0.2835
C -0.769 4.730 1.361 -0.1852
N 1.697 -2.090 1.561 -0.5439
C -2.378 2.660 -0.512 -0.2403
C 3.829 0.192 0.933 -0.6828
H 1.795 -5.014 2.482 0.3484
H -1.282 8.033 1.503 0.2205
H -0.020 -0.929 -1.089 0.2307
H -2.743 5.832 1.303 0.2357
H -3.698 -2.303 -3.181 0.2340
H -1.301 -5.670 -4.272 0.2340
H 2.626 4.882 1.606 0.2411
H -2.124 -1.815 -1.275 0.2333
H 0.386 -5.110 -2.522 0.2344
H 1.819 -1.796 2.533 0.4383
H -2.393 3.586 -1.065 0.1720
H -1.608 2.031 -0.901 0.1800
H -3.345 2.174 -0.618 0.2021
H 3.762 -0.692 0.303 0.2481
H 4.182 -0.063 1.930 0.2445
H 4.611 0.838 0.451 0.2437
```